[1]
The following is a DFT calculation (ωB97M-V/def2-TZVPD) of a structure of composition C4H12N2 in a non-equilibrium geometry.

Each line ends with the Mulliken charge.
Positions of all 18 atoms, in Å:
1 C -1.3424 -1.2708 0.0811  -0.951
2 C 0.1726 1.8829 1.1401  -0.887
3 C -0.3454 0.2704 -1.5378  -1.085
4 N -0.2781 -0.3147 -0.2024  0.165
5 H -1.3106 -2.1383 -0.5857  0.303
6 H -1.2679 -1.6084 1.1167  0.300
7 H -0.1724 -0.4879 -2.3063  0.366
8 H -0.7928 2.0497 0.6770  0.248
9 H 0.0284 1.6926 2.1981  0.357
10 H 0.8815 2.6701 0.9039  0.315
11 H -2.3113 -0.7760 -0.0324  0.298
12 H -1.3282 0.7242 -1.6908  0.349
13 H 0.4168 1.0428 -1.6510  0.314
14 C 1.0430 -0.5876 0.3193  -0.218
15 N 1.9282 -1.0882 -0.5390  -0.657
16 H 2.5610 -1.7299 -0.0591  0.237
17 H 0.9506 -1.0722 1.3053  0.484
18 H 1.1670 0.7412 0.8630  0.062

Computed properties:
energy above the lowest of the compared OMol25 structures with the same formula, charge and spin: 4.811 eV
LUMO energy: -0.1 eV
HOMO energy: -8.1 eV
charge: 0



[2]
The following is a DFT calculation (ωB97M-V/def2-TZVPD) of a structure of composition C39H35LaO2P2 in a non-equilibrium geometry.

Each line ends with the Mulliken charge.
Positions of all 79 atoms, in Å:
1 La 1.8739 0.0995 -1.4942  1.152
2 P -0.1994 2.3486 0.0849  1.910
3 C 0.0619 0.7723 1.1927  1.003
4 O -0.9327 0.2463 1.7099  -0.464
5 P -0.1119 -2.3885 -0.2327  1.265
6 C -0.1907 3.3959 1.5480  -0.133
7 C -1.7109 2.8781 -0.7814  0.166
8 C 1.2286 2.8461 -0.9441  0.267
9 C 1.3933 -3.4004 -0.5255  -0.051
10 C -0.7668 -3.1096 1.3076  -0.015
11 C -1.3100 -2.9544 -1.4847  0.009
12 C 0.8771 4.2350 1.8487  -0.101
13 C 0.8823 4.8716 3.0916  -0.803
14 C -0.1708 4.7029 3.9882  -0.563
15 C -1.2534 3.8965 3.6416  -0.846
16 C -1.2743 3.2414 2.4161  -0.330
17 H 1.6810 4.3818 1.1288  0.436
18 H 1.7235 5.5079 3.3445  0.455
19 H -0.1600 5.2104 4.9480  0.456
20 H -2.0946 3.7659 4.3161  0.455
21 H -2.1124 2.5998 2.1402  0.464
22 C 2.5679 2.5888 -0.5235  0.288
23 C 3.6421 2.9343 -1.3611  -0.770
24 C 3.4040 3.6198 -2.5437  -0.892
25 C 2.0999 3.9503 -2.9245  -0.707
26 C 1.0193 3.5516 -2.1564  -0.906
27 H 2.7625 2.1537 0.4609  0.489
28 H 4.6488 2.6242 -1.0755  0.521
29 H 4.2351 3.9302 -3.1756  0.444
30 H 1.9301 4.5708 -3.8094  0.479
31 H -0.0067 3.8293 -2.4481  0.377
32 C -2.1466 4.2049 -0.5918  -0.289
33 C -3.2105 4.7140 -1.3389  -0.831
34 C -3.8461 3.9104 -2.2872  -0.531
35 C -3.4092 2.5992 -2.4871  -0.812
36 C -2.3476 2.0791 -1.7512  0.092
37 H -1.6406 4.8461 0.1308  0.428
38 H -3.5244 5.7388 -1.1763  0.443
39 H -4.6799 4.3117 -2.8648  0.419
40 H -3.8974 1.9812 -3.2380  0.473
41 H -1.9738 1.0719 -1.9406  0.151
42 C -1.9979 -3.7842 1.3677  -0.568
43 C -2.4230 -4.3635 2.5666  -0.659
44 C -1.6386 -4.2641 3.7180  -0.631
45 C -0.4213 -3.5756 3.6662  -0.932
46 C 0.0136 -3.0002 2.4733  -0.191
47 H -2.6158 -3.8678 0.4755  0.343
48 H -3.3742 -4.8949 2.5929  0.423
49 H -1.9717 -4.7182 4.6501  0.401
50 H 0.2004 -3.4908 4.5580  0.437
51 H 0.9711 -2.4789 2.4338  0.648
52 C 2.3151 -2.9678 -1.5007  -0.352
53 C 3.5841 -3.5570 -1.5570  -1.010
54 C 3.8716 -4.6697 -0.7582  -0.605
55 C 2.9084 -5.1859 0.1064  -0.654
56 C 1.6653 -4.5572 0.2121  -0.256
57 H 2.0159 -2.2390 -2.2824  0.940
58 H 4.3296 -3.1577 -2.2488  0.451
59 H 4.8454 -5.1443 -0.8283  0.418
60 H 3.1157 -6.0770 0.7067  0.438
61 H 0.9123 -4.9719 0.8805  0.501
62 C -1.1194 -4.1187 -2.2382  -0.383
63 C -2.0856 -4.4985 -3.1773  -0.708
64 C -3.2246 -3.7110 -3.3756  -0.579
65 C -3.4070 -2.5403 -2.6303  -0.649
66 C -2.4582 -2.1577 -1.6833  -0.112
67 H -0.2233 -4.7262 -2.0927  0.420
68 H -1.9405 -5.4126 -3.7484  0.436
69 H -3.9734 -4.0108 -4.1131  0.391
70 H -4.2889 -1.9213 -2.7882  0.427
71 H -2.5743 -1.2376 -1.1070  0.437
72 H 3.7807 0.1791 -1.2857  -0.228
73 H 0.0107 -0.0376 -2.4297  -0.207
74 C 2.0038 0.6147 2.9642  -1.487
75 C 1.4642 0.4374 1.6095  0.714
76 O 2.2119 -0.1789 0.7609  -0.375
77 H 1.5285 -0.0986 3.6447  0.417
78 H 1.8472 1.6228 3.3775  0.321
79 H 3.0813 0.4039 2.9381  0.420

Computed properties:
LUMO energy: -7.7 eV
HOMO energy: -12.5 eV
charge: +2



[3]
The following is a DFT calculation (ωB97M-V/def2-TZVPD) of a structure of composition C11H17O5PPd in a non-equilibrium geometry.

Each line ends with the Mulliken charge.
Positions of all 35 atoms, in Å:
1 C 1.1098 4.2967 -0.1956  -0.921
2 C 0.4113 2.8126 -0.1638  -0.045
3 C -0.9465 2.7139 0.7673  0.111
4 C -1.8825 4.0282 0.3268  -1.055
5 O -1.7834 1.5286 0.4827  -0.335
6 P -1.1779 0.0950 1.2641  0.723
7 O 0.3461 0.2274 1.7648  -0.628
8 O -2.1249 -0.2889 2.6874  -0.495
9 O -1.1812 -1.1800 0.0749  -0.139
10 C -1.9968 -2.3313 0.4919  -0.366
11 O -1.8449 -3.4127 -0.5369  -0.286
12 C -0.4049 -3.3659 -0.9094  0.692
13 C 0.6399 -3.9354 0.2644  -0.168
14 C 2.2542 -3.8870 -0.0260  -0.302
15 C 2.8482 -3.2965 -1.4353  -0.670
16 C 1.7821 -2.7786 -2.5691  -0.055
17 C 0.1422 -2.7894 -2.3812  -0.313
18 H 2.2921 4.2096 -0.1036  0.288
19 H 0.7526 5.0153 0.6618  0.277
20 H 0.9208 4.7948 -1.2596  0.243
21 H 1.2516 2.0438 0.1224  -0.041
22 H 0.0631 2.5726 -1.2791  0.296
23 H -0.7369 2.8479 1.9231  0.269
24 H -2.9486 3.8904 0.8301  0.348
25 H -1.4310 5.0492 0.6774  0.324
26 H -2.0311 3.9261 -0.8326  0.298
27 H -1.4696 -0.3463 3.4483  0.391
28 H -1.5796 -2.7493 1.5042  0.347
29 H -3.1315 -1.9944 0.5947  0.408
30 H 0.2330 -4.3338 1.2888  0.373
31 H 2.9958 -4.2870 0.7898  0.383
32 H 4.0240 -3.2571 -1.6042  0.504
33 H 2.1917 -2.3491 -3.5817  0.398
34 H -0.6252 -2.3969 -3.1730  0.409
35 Pd 3.0381 -1.0724 0.0860  0.738

Computed properties:
LUMO energy: -12.2 eV
HOMO energy: -15.7 eV
charge: +2



no.,molar mass (g mol⁻¹)
1,88.15
2,736.56
3,366.65